A molecular structure, C3H6O, computed with ωB97M-V/def2-TZVPD.

```
10
C3H6O, DFT ωB97M-V/def2-TZVPD
C -1.120 0.037 0.623
C -0.175 0.503 -0.354
O -0.314 1.509 -1.048
C 1.112 -0.277 -0.251
H -1.636 0.815 1.222
H -1.115 -0.445 -0.724
H -1.029 -0.917 1.130
H 1.593 -0.251 -1.217
H 1.660 0.327 0.478
H 1.022 -1.300 0.140
```

Computed properties:
**E_LUMO**: 0.308 eV
**HOMO-LUMO gap**: 9.629 eV
**Energy above the lowest of the compared OMol25 structures with the same formula, charge and spin**: 3.0538 eV
**DFT total energy**: -193.03098 a.u.

=====

C3H6O in the gas phase, computed with ωB97M-V/def2-TZVPD.

```
10
C3H6O, DFT ωB97M-V/def2-TZVPD
C -1.406 0.052 0.254
C 0.125 -0.031 0.551
C 1.317 -0.303 -0.410
O 0.186 0.982 1.212
H -1.741 1.104 0.066
H -1.486 -0.483 -0.664
H -1.991 -0.334 1.093
H 1.277 -1.187 -1.048
H 1.320 0.602 -1.044
H 2.278 -0.307 0.119
```

Computed properties:
**E_LUMO**: 0.551 eV
**HOMO-LUMO gap**: 9.507 eV
**SMILES**: CC(C)=O
**Energy above the lowest of the compared OMol25 structures with the same formula, charge and spin**: 1.8803 eV
**DFT total energy**: -193.07411 a.u.

=====

- Which of these has the highest energy above the lowest of the compared OMol25 structures with the same formula, charge and spin?
  number 1

=====

- Which formula does entry 2 have?
  C3H6O

=====

- The lowest energy above the lowest of the compared OMol25 structures with the same formula, charge and spin belongs to which entry?
  number 2